No. 1
Computed, not measured: a cluster of 10 separate species, C50H50N10 in total in a non-equilibrium geometry, with wB97M-V/def2-TZVPD.

As for the spin multiplicity: 1. The value obtained for the LUMO energy is 0.01520 hartree. Its SMILES is c1ccncc1.c1ccncc1.c1ccncc1.c1ccncc1.c1ccncc1.c1ccncc1.c1ccncc1.c1ccncc1.c1ccncc1.c1ccncc1. For the total energy, the calculation gives -2482.6668 Eh. Its strongest force on any atom is 4.1 eV Å⁻¹. The energy relative to the best compared isomer or geometry (same formula, charge and spin) is 373.0 kJ/mol.

Cartesian coordinates (Å):
N -4.38271 3.39504 -1.45451
N 2.43460 2.56906 -4.22248
N 0.29528 0.01665 -0.11282
N 2.53672 -0.81527 2.54733
N 2.63352 -5.67020 0.83855
N -3.27770 -0.69356 4.95718
N 3.96391 4.12638 1.18920
N 4.03599 -1.46144 -2.40976
N -4.33068 4.39468 3.61337
N -6.04130 -2.17086 -2.53286
C -5.52621 -1.50599 -1.45954
C -1.80740 2.58221 -2.22062
C -3.32217 4.08650 -1.04985
C 2.72098 3.53864 -5.10555
C -7.23279 -2.72995 -2.38360
C -1.52642 -0.99406 -1.90252
C -1.93764 -0.42059 -0.69385
C 4.80475 2.31389 -5.48094
C 2.76147 3.72427 -0.87257
C -2.01046 3.70241 -1.39902
C 4.85344 -0.37078 1.98844
C -3.18897 -1.99501 4.76559
C -2.75245 3.10521 2.29465
C -1.02435 0.15937 0.10930
C -2.27653 0.12576 4.40450
C -2.22474 -2.55830 3.90646
C 1.25231 -3.69941 0.91711
C -3.79330 2.38508 1.66837
C -7.99121 -2.67329 -1.17259
C 3.65294 4.46191 -0.09076
C 2.42557 -4.34270 0.74214
C 3.27566 3.11801 1.70461
C -1.27119 -0.36968 3.54803
C -5.10646 2.74514 1.92801
C -7.37267 -2.03163 -0.10104
C 1.99727 2.73455 -0.29155
C 2.67686 -0.21166 3.71595
C 1.59514 -6.40253 1.27967
C 4.37986 1.31331 -4.68728
C 2.30837 2.39926 1.06059
C 4.95759 0.42081 3.15645
C 3.61969 -0.86980 1.70528
C -2.91077 1.82089 -2.57692
C 5.28963 -1.39988 -1.89964
C 3.94278 3.40355 -5.79113
C 3.14845 1.43789 -3.97216
C -4.18430 2.40426 -2.30073
C -5.26344 3.77485 2.89433
C 4.11533 -3.84927 -2.04044
C 0.17846 -4.43689 1.36774
C -6.09036 -1.51473 -0.19883
C -0.20540 -1.02407 -2.22616
C 0.35311 -5.80077 1.55035
C 3.47150 -2.72121 -2.47951
C 5.32796 -3.71552 -1.41923
C 0.70710 -0.55745 -1.31644
C 3.86237 0.43916 4.02039
C -3.08844 4.01529 3.33124
C -1.27615 -1.72087 3.27677
C 5.97475 -2.44983 -1.26464
H -2.34096 1.18397 4.61054
H 1.25010 2.20390 -0.86299
H 2.70971 3.76039 -1.95072
H 2.78015 0.76172 -3.21484
H -4.99765 1.83842 -2.73049
H -2.18419 -1.50195 -2.59229
H 1.23534 -2.62749 0.78636
H -7.76164 -2.11868 0.90272
H 1.60050 -7.48222 1.25455
H -1.72422 2.94674 2.00475
H 3.35699 -1.41498 0.81076
H 5.82805 2.20864 -5.80985
H 3.47883 2.85783 2.73292
H -6.25319 4.08833 3.19185
H -0.78636 2.26393 -2.37087
H 3.31585 -3.73544 0.67126
H -1.21348 0.56087 1.09389
H -2.95970 -0.42147 -0.34485
H 2.10066 4.42089 -5.16248
H -4.48869 -1.22614 -1.56738
H -2.20505 -3.62052 3.71229
H 6.91447 -2.28218 -0.75944
H -8.96284 -3.13638 -1.08382
H 3.97427 0.76973 5.04245
H 4.21959 5.18686 -0.65623
H 1.82055 1.55620 1.52716
H -5.56685 -1.22261 0.69951
H -3.90202 -2.71157 5.14572
H 5.76410 -4.62493 -1.03304
H -0.60530 0.34369 3.08533
H 5.58644 -0.38744 -1.66887
H -7.69127 -3.22362 -3.22769
H 2.43538 -2.86052 -2.75049
H 5.68272 -0.55482 1.32149
H 1.84697 -0.31912 4.39870
H -2.29466 4.59650 3.77679
H -2.83226 1.01600 -3.29273
H -0.40710 -6.48390 1.89938
H -0.74409 -3.90653 1.55221
H 5.89890 0.87270 3.43235
H -3.47355 4.92075 -0.38088
H 4.28869 4.33638 -6.21135
H -0.57154 -2.08255 2.54253
H 0.03159 -1.40671 -3.20791
H -3.82021 1.53954 0.99699
H 1.77310 -0.38434 -1.30833
H -5.85243 2.13555 1.43984
H -1.11713 4.20810 -1.06340
H 3.71090 -4.83487 -2.21771
H 5.01524 0.45698 -4.51584

---

No. 2
Computed, not measured: a structure of composition C50H51N8OSb2SiTl, with wB97M-V/def2-TZVPD.

As for the spin multiplicity: 1. The value obtained for the LUMO energy is -0.26381 hartree. The charge is +2. For the total energy, the calculation gives -3391.1012 Eh. Its strongest force on any atom is 0.8 eV Å⁻¹.

Cartesian coordinates (Å):
Tl 0.35035 -0.34394 0.23447
Sb 0.69850 1.24092 4.00374
Sb 5.73373 1.26313 0.06608
Si 0.16993 0.54356 -4.25023
O -5.08430 0.09834 -3.65810
N -3.46125 4.58627 -0.31096
N -2.94551 2.62715 0.63653
N -5.13732 0.84582 -5.71890
N -3.32125 -3.22055 -0.13217
N -4.82716 -0.48032 -5.75705
N -1.96766 -1.63885 0.49576
N -4.56979 3.86169 -0.10471
N -4.01961 -2.49827 0.75815
C 5.68836 -1.87012 0.05766
C 1.35056 -1.63731 2.70936
C 5.00874 -0.73664 -0.38575
C 3.96337 -0.90466 -1.28764
C -4.51893 -2.26495 -4.09788
C 7.42561 1.79425 2.54531
C 5.29641 -3.13770 -0.35371
C 6.50993 -0.26229 4.16300
C -4.01014 -4.88165 -3.35324
C 1.93818 1.04912 -4.03962
C -0.78276 -1.44605 3.76395
C 3.54607 -2.17254 -1.67791
C 6.44962 0.92457 2.06844
C -4.18454 -4.56469 -4.69065
C 4.32136 0.31986 7.21517
C -3.88150 -4.29662 -0.92636
C 7.95042 1.62924 3.81983
C -3.17379 -1.56290 1.12904
C -0.25569 -1.18476 -4.75871
C -5.31837 1.16245 -4.47825
C 2.59072 -0.48343 5.75015
C -6.35662 4.98432 -3.00098
C 1.87373 2.17292 2.37111
C 3.27245 1.63209 2.04266
C -4.25210 2.69575 0.45976
C 4.21177 -3.29390 -1.20568
C -1.23160 1.67390 -3.82231
C -2.50537 3.82339 0.15691
C 7.48943 0.60268 4.62946
C 4.09268 1.61469 6.77205
C -2.10843 -2.68984 -0.28507
C 3.11126 1.86374 5.82429
C 3.77448 2.10210 0.67507
C 3.57179 -0.72755 6.70135
C -5.84982 4.29856 -0.62739
C -5.95153 4.00108 -2.11032
C -5.61817 2.74042 -2.59147
C -4.34545 -2.58288 -2.74950
C -0.10287 -3.55083 2.82087
C 5.99711 -0.10798 2.88404
C 2.36129 0.81392 5.30188
C -5.68997 2.46814 -3.95464
C -6.12620 3.45380 -4.84041
C 0.40497 -0.83862 3.35743
C -6.46180 4.70302 -4.35599
C -4.43579 -3.26068 -5.07092
C -4.80206 -0.90542 -4.53529
C -4.07963 -3.89531 -2.37579
C -1.02000 -2.79579 3.53705
C 1.08303 -2.96805 2.39882
H -4.82571 -4.60450 -0.47910
H -5.93531 5.36786 -0.44995
H 2.34542 -1.26010 2.51871
H -6.60631 5.97249 -2.63546
H 2.26466 1.71887 -4.84153
H -1.35053 -3.09553 -0.93608
H -6.81133 5.46769 -5.03591
H 2.60067 0.18172 -4.05209
H 1.22898 2.15593 1.49138
H 6.14265 -1.05892 4.79549
H -4.43120 -1.79587 -2.00930
H -3.41781 -0.81966 1.86812
H 3.05409 1.86059 -0.11738
H 5.07794 0.13279 7.96565
H 3.90395 -4.28510 -1.51327
H 5.25028 -0.80741 2.52800
H 3.48893 -0.02630 -1.71889
H 2.09397 1.58112 -3.09714
H 3.96418 1.97749 2.81035
H 3.91249 3.18542 0.67309
H -1.29745 -1.41417 -4.52635
H 5.84405 -4.00630 -0.01087
H 2.71612 -2.29144 -2.36853
H -1.81541 1.24601 -3.00013
H -3.79927 -5.90413 -3.06337
H 2.92283 2.88266 5.50267
H -0.13494 -1.31885 -5.83896
H -1.52019 -0.86406 4.30735
H -5.31431 1.95112 -1.91348
H 7.78385 2.60301 1.91815
H 8.72183 2.30028 4.17376
H 4.66252 2.43630 7.18623
H -6.19203 3.21708 -5.89337
H -1.47035 4.12596 0.16876
H 3.73830 -1.73544 7.06069
H 1.99726 -1.30766 5.37449
H 6.53562 -1.76243 0.72413
H 1.82815 -3.55010 1.87401
H -1.91251 1.80969 -4.66872
H 3.28736 0.54478 2.06546
H -0.88738 2.65970 -3.50728
H -3.19113 -5.13882 -0.87718
H 0.39079 -1.92147 -4.27676
H -6.63122 3.77765 -0.07413
H -4.12633 -5.34378 -5.43826
H -1.91377 -3.26609 3.92788
H -4.95897 1.93268 0.74256
H -4.60361 -2.99308 -6.10486
H -0.28798 -4.60088 2.63259
H 7.88878 0.47652 5.62719
H 1.95051 3.22087 2.66988

---

No. 3
Computed, not measured: a structure of composition C50H52BrFInN5O3SSi2 in a non-equilibrium geometry, with wB97M-V/def2-TZVPD.

As for the spin multiplicity: 1. The value obtained for the LUMO energy is -0.00804 hartree. For the total energy, the calculation gives -6277.2056 Eh. Its strongest force on any atom is 3.2 eV Å⁻¹. The energy relative to the best compared isomer or geometry (same formula, charge and spin) is 0.0 kJ/mol.

Cartesian coordinates (Å):
In -3.04529 -18.35970 13.54870
Br -6.60248 -13.50617 18.12350
S -2.40359 -23.18247 9.11293
Si -1.92212 -17.63912 10.25730
Si -0.92707 -19.76844 13.90219
F -4.53424 -20.09731 12.74640
O -2.59135 -16.05401 13.45880
O -4.88962 -17.39653 13.89633
O -1.79642 -24.05688 10.14617
N -3.37743 -12.76785 14.27709
N -3.31664 -13.87407 13.42272
N -3.82172 -21.25295 15.26536
N -3.18391 -18.26815 11.35170
N -3.37691 -18.72551 15.96358
C -4.37690 -18.75789 10.82420
C -1.58905 -19.44475 17.49882
C 2.02117 -21.12791 10.58880
C 0.64402 -16.88467 16.48502
C -2.58879 -19.75265 16.56927
C -5.56930 -15.10576 10.74422
C -6.32701 -15.71512 14.61056
C -4.51522 -15.07736 11.65281
C -4.01301 -22.48744 14.83298
C -2.11507 -22.13952 16.82327
C -0.95099 -20.49980 18.17642
C 1.37938 -19.49750 12.19423
C -6.37695 -12.99450 11.45733
C -1.20863 -19.07491 9.27850
C -0.02331 -21.38104 11.77134
C 0.18094 -20.20293 12.47007
C 0.02072 -17.47166 15.37506
C 2.28101 -19.98070 11.28243
C 1.92151 -18.85488 16.77040
C -6.15201 -19.15373 9.16231
C -3.40289 -21.87982 9.95951
C -6.22476 -20.37994 11.17363
C -4.40448 -14.02984 12.50407
C -0.61687 -16.65690 11.14687
C -2.86014 -21.06921 16.22559
C -2.79063 -13.20635 15.46280
C -5.31839 -16.69896 14.88831
C -2.41716 -23.45329 16.35901
C -2.62157 -12.34575 16.65645
C -3.31614 -23.62576 15.29843
C -5.32230 -12.97877 12.37692
C -2.70291 -14.93122 14.01302
C -6.82733 -14.86380 15.53382
C -6.17745 -14.85153 16.79739
C -3.92042 -17.85691 16.69499
C -5.08450 -19.74972 11.55707
C -4.96100 -18.51248 9.59619
C -5.24624 -15.78729 17.10009
C -4.78008 -16.77777 16.18768
C -2.29600 -14.42325 15.30244
C -2.54333 -16.34914 8.97164
C 1.67073 -17.54756 17.11971
C 0.86322 -21.86534 10.83561
C 1.18706 -19.50715 15.79433
C -1.21685 -21.82894 17.87504
C -6.79989 -20.06021 9.92688
C -6.46436 -14.09085 10.59113
C -2.75169 -11.60253 13.65514
C -3.74836 -24.12155 8.37468
C 0.19525 -18.85698 15.09180
H -2.26561 -12.94211 17.54522
H -2.95301 -16.81008 8.04953
H 0.40305 -15.89354 16.79340
H -6.58644 -18.95864 8.18180
H 1.48120 -20.57743 15.66910
H -4.75924 -22.57956 14.00222
H -6.65773 -15.82832 13.61840
H -0.20915 -17.25481 11.95162
H -1.90380 -15.07864 16.11343
H -5.61648 -15.88631 10.02964
H 2.65115 -21.52448 9.81550
H 2.19675 -17.08628 17.92770
H -1.70196 -11.75962 13.45985
H -3.76512 -22.34966 10.86540
H -6.70529 -21.11776 11.81860
H 1.71718 -18.61142 12.70471
H -3.31635 -15.71537 9.47002
H -4.27264 -23.43306 7.68496
H 2.76366 -19.42133 17.26326
H -1.24044 -21.07113 14.50698
H -1.98006 -19.67555 8.81348
H -0.59798 -18.58646 8.54134
H -4.53038 -17.75680 8.92404
H -1.62367 -15.79223 8.79293
H 3.15337 -19.39966 10.99393
H -3.33009 -24.90641 7.79438
H -0.94841 -15.68505 11.50193
H -3.71964 -17.96005 17.80474
H -5.27086 -12.21173 13.10822
H 0.71468 -22.79270 10.24547
H -7.22824 -14.11550 9.84068
H -0.63551 -22.68292 18.26153
H -7.11883 -12.17122 11.35871
H -0.91468 -21.93076 11.95475
H -4.15466 -21.55762 9.27968
H -1.78316 -24.21813 16.76300
H -3.88708 -15.92612 11.76180
H -3.27391 -11.32564 12.79853
H -0.72231 -16.94641 14.82250
H -0.13881 -20.30704 18.88574
H 0.15063 -16.56372 10.32515
H -4.35606 -24.61283 9.19200
H -3.46823 -24.62062 14.89329
H -3.60853 -11.84527 16.99454
H -1.29751 -18.41794 17.63481
H -0.64367 -19.70116 9.95124
H -2.69680 -21.08005 10.20260
H -2.83886 -10.80530 14.40394
H -7.55437 -14.07081 15.37108
H -1.87258 -11.58997 16.54839
H -4.79250 -15.79101 18.08155
H -7.67783 -20.55367 9.59925